(1)
An isolated molecule of C3H7N3S2 at a distorted geometry, computed with ωB97M-V with the def2-TZVPD basis set.

Values from the calculation:
SMILES string: CN[C@@H]1CN1[N+](=S)[S-]
DFT total energy: -1078.9683 hartree
Kohn-Sham gap (alpha / beta): 0.253 / 0.253 hartree

Each line ends with the Löwdin charge.
Element x y z (Å)
C1 2.049793 -1.117220 0.284343  -0.156
N1 1.350442 0.102689 0.286214  -0.093
C2 0.149059 0.192898 -0.465669  -0.255
C3 -0.589862 1.485300 -0.427772  -0.077
N2 -1.210652 0.362855 0.232380  -0.137
N3 -2.434123 -0.147385 0.038458  -1.144
S1 -2.614705 -1.765797 -0.107517  0.544
S2 -3.811496 0.782992 0.236687  0.516
H1 2.259746 -1.586858 -0.690299  0.088
H2 2.961653 -0.861210 1.026034  0.131
H3 1.650601 -1.938703 0.845089  0.054
H4 1.317336 0.587527 1.226075  0.156
H5 0.306816 -0.138555 -1.495876  0.158
H6 -0.106922 2.219683 0.195885  0.110
H7 -1.277682 1.821786 -1.184032  0.105

Forces on atoms 1 to 2 (eV/Å):
C 3.043 -0.710 2.644
N -2.081 1.737 0.546

***

(2)
A structure of composition C32H36F4N6OPdTe, computed with ωB97M-V with the def2-TZVPD basis set.

Values from the calculation:
Total charge: +1
DFT total energy: -2439.7950 hartree
Kohn-Sham gap (alpha / beta): 0.284 / 0.213 hartree
Multiplicity: 2

Each line ends with the Löwdin charge.
Element x y z (Å)
Pd1 -1.464604 -0.119021 -1.721800  0.927
C1 -3.924711 0.383513 -3.274564  -0.064
N1 -3.335943 0.810336 -1.982753  -0.367
C2 -3.259713 2.286742 -1.962363  -0.068
C3 -4.161149 0.381892 -0.838825  -0.185
C4 -4.139290 -1.115019 -0.738888  -0.192
N2 -2.749920 -1.563118 -0.639797  0.060
C5 -2.569672 -2.875325 -0.369721  -0.130
C6 -1.289992 -3.339529 0.031851  -0.137
F1 -0.331721 -2.452134 0.219374  0.102
C7 -1.021175 -4.662725 0.293072  -0.194
F2 0.203856 -5.000776 0.682120  0.132
C8 -2.007206 -5.623094 0.174398  0.134
C9 -3.274700 -5.214338 -0.209758  -0.199
F3 -4.241782 -6.114108 -0.346712  0.133
C10 -3.565789 -3.894994 -0.468118  -0.120
F4 -4.802698 -3.612356 -0.872421  0.115
H1 -4.989370 0.632679 -3.301499  0.107
H2 -3.793695 -0.685197 -3.425122  0.084
H3 -3.405484 0.901674 -4.075183  0.085
H4 -4.267039 2.701254 -2.061819  0.109
H5 -2.646441 2.635067 -2.786362  0.081
H6 -2.828659 2.614586 -1.019123  0.072
H7 -5.186786 0.748154 -0.950423  0.141
H8 -3.737190 0.824310 0.064224  0.129
H9 -4.616568 -1.559009 -1.614263  0.123
H10 -4.708216 -1.446268 0.131760  0.144
H11 -1.800261 -6.664346 0.378947  0.156
N3 -0.872324 0.961946 -3.307491  0.028
C11 0.017987 1.747515 -3.378320  -0.341
N4 1.024706 2.475302 -3.491331  0.129
C12 1.052087 3.789979 -3.324109  -0.353
N5 1.121476 4.927938 -3.145120  0.148
C13 0.121015 -2.182440 -3.371948  -0.020
C14 0.968473 -1.717424 -2.208004  -0.727
O1 1.989159 -2.319556 -1.914553  -0.049
N6 0.535217 -0.591180 -1.529770  -0.363
Te1 1.988802 -0.175444 -0.180211  1.985
C15 1.606156 -0.851732 1.801319  -0.310
C16 0.685325 -0.347234 2.719564  -0.281
C17 -0.338378 0.685538 2.362848  -0.039
C18 0.715694 -0.838931 4.019058  0.000
C19 1.613107 -1.821820 4.413917  -0.244
C20 1.640649 -2.331271 5.826311  -0.034
C21 2.484779 -2.334159 3.462343  -0.002
C22 2.503805 -1.877789 2.149637  -0.302
C23 3.471531 -2.528111 1.189438  -0.080
C24 2.090353 1.935439 -0.010260  -0.308
C25 1.056457 2.871557 -0.108160  -0.297
C26 -0.382130 2.567545 -0.402868  -0.103
C27 1.364557 4.219937 0.046310  -0.018
C28 2.653480 4.662885 0.280509  -0.240
C29 2.964042 6.125069 0.410802  -0.030
C30 3.660848 3.711192 0.374041  0.001
C31 3.417165 2.354051 0.231786  -0.299
C32 4.599423 1.423016 0.382477  -0.090
H12 0.503975 -3.144321 -3.700879  0.090
H13 0.189090 -1.460394 -4.185489  0.080
H14 -0.933984 -2.274017 -3.108243  0.050
H15 -0.867762 0.406143 1.450595  0.057
H16 0.126148 1.659516 2.206090  0.084
H17 -1.072639 0.786897 3.160582  0.088
H18 0.008710 -0.445236 4.740273  0.121
H19 0.862205 -1.870470 6.431519  0.079
H20 2.603501 -2.117649 6.292453  0.091
H21 1.501062 -3.412605 5.851931  0.088
H22 3.176158 -3.119330 3.746660  0.127
H23 3.947262 -3.377762 1.674406  0.087
H24 4.262095 -1.844122 0.873454  0.072
H25 2.980300 -2.891451 0.284950  0.057
H26 -0.573246 1.505408 -0.535136  -0.006
H27 -0.689815 3.087844 -1.311491  0.065
H28 -1.021332 2.931606 0.403886  0.097
H29 0.567623 4.946364 -0.057834  0.128
H30 2.078383 6.733719 0.241139  0.081
H31 3.721827 6.421103 -0.315395  0.092
H32 3.355689 6.350464 1.404006  0.089
H33 4.679696 4.036065 0.552223  0.128
H34 5.522641 1.996068 0.332009  0.085
H35 4.651022 0.662831 -0.396140  0.050
H36 4.583847 0.912660 1.349981  0.087

Forces on atoms 1 to 2 (eV/Å):
Pd -0.289 0.488 -0.306
C -0.023 0.025 -0.007

***

(3)
An isolated molecule of C8H9NS2 at a distorted geometry, computed with ωB97M-V with the def2-TZVPD basis set.

Values from the calculation:
SMILES string: CN1c2ccccc2S[C@H]1S
DFT total energy: -1161.2638 hartree
Kohn-Sham gap: 0.325 hartree

Each line ends with the Löwdin charge.
Element x y z (Å)
C1 -2.570997 0.251919 -0.049673  -0.074
N1 -1.082513 0.268214 -0.049724  -0.213
C2 -0.286957 -0.827336 -0.397848  -0.291
C3 -0.533570 -2.159660 -0.862353  -0.006
C4 0.555315 -3.019020 -1.451854  -0.082
C5 1.828577 -2.793111 -0.895628  -0.114
C6 1.983312 -1.636220 -0.066704  -0.120
C7 0.984922 -0.688450 0.009749  -0.502
S1 1.410921 1.027987 0.502025  0.907
C8 -0.491710 1.108634 0.897991  -0.779
S2 -1.100031 2.916737 0.752617  0.675
H1 -2.989272 -0.163720 -0.888596  0.026
H2 -2.826293 1.407434 0.025530  0.059
H3 -3.220801 -0.391841 0.784538  0.140
H4 -1.579737 -2.481908 -1.380019  0.134
H5 0.249810 -3.912281 -2.100332  0.113
H6 2.806972 -3.355981 -0.993945  0.114
H7 2.979679 -1.541952 0.415423  0.112
H8 -0.757434 0.963110 1.871316  0.031
H9 -0.872943 3.063523 -0.562198  -0.129

Forces on atoms 1 to 2 (eV/Å):
C -0.381 1.780 3.448
N -2.550 -1.658 -0.973

***

Copy entry 1 word for word.
An isolated molecule of C3H7N3S2 at a distorted geometry, computed with ωB97M-V with the def2-TZVPD basis set.

Values from the calculation:
SMILES string: CN[C@@H]1CN1[N+](=S)[S-]
DFT total energy: -1078.9683 hartree
Kohn-Sham gap (alpha / beta): 0.253 / 0.253 hartree

Each line ends with the Löwdin charge.
Element x y z (Å)
C1 2.049793 -1.117220 0.284343  -0.156
N1 1.350442 0.102689 0.286214  -0.093
C2 0.149059 0.192898 -0.465669  -0.255
C3 -0.589862 1.485300 -0.427772  -0.077
N2 -1.210652 0.362855 0.232380  -0.137
N3 -2.434123 -0.147385 0.038458  -1.144
S1 -2.614705 -1.765797 -0.107517  0.544
S2 -3.811496 0.782992 0.236687  0.516
H1 2.259746 -1.586858 -0.690299  0.088
H2 2.961653 -0.861210 1.026034  0.131
H3 1.650601 -1.938703 0.845089  0.054
H4 1.317336 0.587527 1.226075  0.156
H5 0.306816 -0.138555 -1.495876  0.158
H6 -0.106922 2.219683 0.195885  0.110
H7 -1.277682 1.821786 -1.184032  0.105

Forces on atoms 1 to 2 (eV/Å):
C 3.043 -0.710 2.644
N -2.081 1.737 0.546